1.
DFT (the ωB97M-V functional and the def2-TZVPD basis) results for C7H9N in the gas phase in a non-equilibrium geometry.

Summary:
* frontier orbital gap: 8.524 eV
* lowest unoccupied orbital energy: 0.6 eV
* strongest force on any atom: 6.817 eV Å⁻¹
* SMILES: C1=C[C@@H]2C[C@@H]2C=NC1
* charge: 0

The geometry in XYZ format:
```
17
C7H9N, DFT the ωB97M-V functional and the def2-TZVPD basis
C 0.2145 -1.0185 1.5056
C -0.6756 -1.1887 0.1787
C -1.1899 1.0388 -0.2891
C -0.2804 1.8260 -1.1210
C 1.0800 -1.2390 0.3090
C 1.2853 0.1745 -0.1639
C -1.3531 -0.2399 -0.5908
H 0.5108 0.1094 1.9680
H 0.3586 -1.7366 2.3693
H -0.8171 -2.3170 -0.0675
H -0.7352 1.2231 0.7053
H 0.2389 2.6734 -0.4531
H -0.5308 2.1002 -2.1209
H 1.4388 -2.3127 -0.0214
H 1.6116 0.9396 0.4911
H -1.8063 -0.5987 -1.5240
N 0.6499 0.5662 -1.1754
```

These are the Löwdin partial charges, in e, on atoms 1 to 5: atom 1 (C): -0.13, atom 2 (C): -0.17, atom 3 (C): -0.15, atom 4 (C): -0.14, atom 5 (C): -0.14

=====

2.
DFT (the ωB97M-V functional and the def2-TZVPD basis) results for CHCl3F2Si in the gas phase in a non-equilibrium geometry.

Summary:
* frontier orbital gap: 7.895 eV
* lowest unoccupied orbital energy: -2.6 eV
* strongest force on any atom: 1.447 eV Å⁻¹
* charge: 0

The geometry in XYZ format:
```
8
CHCl3F2Si, DFT the ωB97M-V functional and the def2-TZVPD basis
C -0.9050 -0.5253 -0.0229
F 0.5157 1.7620 -0.6896
F 1.2003 -0.2389 -1.7686
Si 0.8053 0.2410 -0.2588
Cl -1.1967 -2.0149 0.6172
Cl -0.0907 0.8259 2.0945
Cl -2.2507 0.3087 -0.4964
H 1.9218 -0.3586 0.5246
```

These are the Löwdin partial charges, in e, on atoms 1 to 5: atom 1 (C): -1.31, atom 2 (F): -0.16, atom 3 (F): -0.19, atom 4 (Si): 0.11, atom 5 (Cl): 0.74

=====

3.
DFT (the ωB97M-V functional and the def2-TZVPD basis) results for a molecular structure, C24H26AuF3N4O2.

Summary:
* frontier orbital gap: 6.882 eV
* lowest unoccupied orbital energy: -0.6 eV
* strongest force on any atom: 0.204 eV Å⁻¹
* charge: 0

The geometry in XYZ format:
```
60
C24H26AuF3N4O2, DFT the ωB97M-V functional and the def2-TZVPD basis
Au -0.4678 0.2847 -0.0187
C 0.1967 -2.6401 2.5893
C -1.2120 -2.3052 2.1127
C -1.4515 -2.6319 0.6515
N -0.8629 -1.7129 -0.3260
C -1.0008 -2.0131 -1.6088
C -1.6015 -3.2173 -2.0570
C -1.4896 -3.8544 -3.2717
C -0.7499 -3.5043 -4.3974
C -0.0853 -2.3130 -4.5840
C -0.0659 -1.1702 -3.7921
C -0.6173 -0.9416 -2.5300
N -0.7586 0.2869 -1.9950
C -0.1686 1.4370 -2.6745
C -0.7215 2.8048 -2.2508
C -1.3599 2.9362 -0.8723
N -0.6071 2.2704 0.1704
C -0.6511 2.6721 1.4473
C -1.3880 3.7725 1.8899
C -1.3111 4.4674 3.0954
C -0.4150 4.3335 4.1303
C 0.6044 3.3822 4.2098
C 0.8468 2.2760 3.4327
C 0.1097 1.7774 2.3262
N 0.1856 0.5267 1.9129
C 1.2359 -0.3198 2.5044
C 1.2912 -1.7519 2.0136
H 0.4075 -3.6836 2.3340
H 0.2279 -2.5802 3.6816
H -1.4657 -1.2628 2.3167
H -1.9247 -2.9083 2.6815
H -2.5340 -2.6670 0.4761
H -1.0625 -3.6364 0.4530
H -2.1912 -3.7422 -1.3206
H -2.0183 -4.7995 -3.3348
H -0.7037 -4.2300 -5.1988
H 0.4692 -2.2209 -5.5114
H 0.4850 -0.3438 -4.2132
H -0.3479 1.3340 -3.7445
H 0.9136 1.4087 -2.5132
H -1.4758 3.1362 -2.9676
H 0.1069 3.5113 -2.3184
H -2.3869 2.5503 -0.8896
H -1.4172 4.0031 -0.6525
H -2.1180 4.1549 1.1905
H -2.0318 5.2718 3.1960
H -0.4795 5.0516 4.9371
H 1.2953 3.5076 5.0366
H 1.6971 1.6807 3.7292
H 1.0938 -0.3273 3.5905
H 2.1931 0.1573 2.2757
H 2.2614 -2.1401 2.3327
H 1.3093 -1.7780 0.9233
F 2.1970 -1.9173 -1.5441
C 3.1806 -0.9899 -1.6944
F 2.8922 -0.3235 -2.8424
F 4.3105 -1.6620 -1.9112
C 3.2260 -0.0162 -0.4690
O 4.2952 0.0892 0.1141
O 2.1112 0.5204 -0.2511
```

These are the Löwdin partial charges, in e, on atoms 1 to 5: atom 1 (Au): 1.41, atom 2 (C): -0.20, atom 3 (C): -0.20, atom 4 (C): -0.22, atom 5 (N): -0.08